No. 1
Entry from the OMol25 dataset: a structure of composition C27H75AgN6O8 at a distorted geometry (ωB97M-V with the def2-TZVPD basis set).

Each line ends with the Löwdin spin population.
Cartesian coordinates (Å):
Ag  0.64  -0.71  -4.74  0.0155
C  -0.19  0.63  -1.62  0.0786
O  -0.43  -0.29  -2.67  0.7988
H  -1.02  0.70  -0.93  0.0122
H  0.65  0.21  -1.06  0.0474
H  0.15  1.61  -1.96  0.0060
C  2.55  3.73  0.53  0.0000
C  1.34  3.96  1.33  0.0000
C  1.22  5.36  1.95  0.0000
O  2.23  5.58  2.94  0.0000
C  2.01  6.66  3.79  0.0000
N  0.21  3.72  0.33  0.0001
H  3.39  3.89  1.20  0.0000
H  2.68  4.49  -0.25  0.0000
H  2.58  2.76  0.03  0.0000
H  1.29  3.24  2.14  0.0000
H  0.22  5.42  2.37  0.0000
H  1.30  6.11  1.17  0.0000
H  2.67  6.57  4.65  0.0000
H  0.97  6.61  4.09  0.0000
H  2.13  7.61  3.27  0.0000
H  -0.68  3.79  0.81  0.0000
H  0.23  2.80  -0.09  -0.0001
C  -3.31  -3.06  4.77  0.0000
C  -1.85  -2.82  5.02  0.0000
C  -1.18  -1.72  4.17  0.0000
O  -1.32  -2.02  2.79  0.0000
C  -0.84  -0.96  1.95  0.0001
N  -1.54  -2.83  6.44  0.0000
H  -3.38  -3.26  3.70  0.0000
H  -3.88  -2.22  5.14  0.0000
H  -3.66  -3.94  5.30  0.0000
H  -1.32  -3.72  4.71  0.0000
H  -0.14  -1.71  4.48  0.0000
H  -1.56  -0.74  4.44  0.0000
H  0.25  -0.91  1.99  0.0000
H  -1.12  0.04  2.27  0.0000
H  -1.24  -1.19  0.96  0.0000
H  -2.03  -3.61  6.85  0.0000
H  -0.57  -2.94  6.69  0.0000
C  3.78  -0.42  5.40  0.0000
C  4.27  -0.56  4.02  0.0000
C  3.13  -0.27  3.01  0.0000
O  3.71  -0.76  1.82  0.0007
C  2.81  -0.74  0.73  0.0017
N  5.24  0.52  3.75  0.0000
H  3.50  0.60  5.64  0.0000
H  4.56  -0.63  6.13  0.0000
H  2.93  -1.08  5.61  0.0000
H  4.72  -1.54  3.86  0.0000
H  2.95  0.80  2.90  0.0000
H  2.22  -0.83  3.23  0.0000
H  2.03  -1.50  0.83  0.0002
H  3.28  -1.02  -0.21  0.0001
H  2.30  0.22  0.66  0.0014
H  4.82  1.41  3.96  0.0000
H  5.37  0.57  2.75  0.0000
C  3.25  -3.47  -2.46  0.0001
C  2.48  -2.23  -3.00  0.0009
C  3.42  -1.05  -3.40  0.0000
O  2.63  0.05  -3.90  -0.0007
C  3.47  1.19  -4.38  0.0000
N  1.78  -2.68  -4.15  0.0012
H  2.66  -4.38  -2.33  0.0000
H  3.71  -3.21  -1.50  0.0000
H  4.07  -3.68  -3.14  0.0001
H  1.85  -1.89  -2.18  0.0008
H  4.05  -1.42  -4.21  0.0001
H  4.04  -0.69  -2.57  0.0000
H  4.14  0.86  -5.18  0.0000
H  4.18  1.38  -3.58  0.0000
H  2.98  2.11  -4.68  0.0000
H  1.32  -3.53  -3.86  0.0000
H  2.46  -3.08  -4.77  0.0000
C  -4.34  1.27  -2.43  -0.0001
C  -3.87  1.05  -3.90  0.0019
C  -4.82  1.80  -4.89  0.0026
O  -5.11  3.16  -4.51  0.0007
C  -4.12  4.11  -4.87  0.0004
N  -2.50  1.43  -4.05  0.0228
H  -3.59  0.83  -1.76  0.0000
H  -5.32  0.84  -2.22  0.0000
H  -4.49  2.32  -2.19  0.0000
H  -3.90  -0.02  -4.11  0.0003
H  -5.78  1.28  -4.88  0.0004
H  -4.38  1.74  -5.88  0.0000
H  -3.32  3.89  -4.16  0.0002
H  -4.52  5.12  -4.84  0.0001
H  -3.79  3.96  -5.89  0.0000
H  -1.94  0.75  -3.55  0.0035
H  -2.40  2.23  -3.45  0.0005
C  -2.52  -3.38  -0.83  -0.0002
C  -1.21  -4.16  -1.20  0.0002
C  -0.96  -4.34  -2.77  0.0000
O  0.25  -4.99  -3.05  0.0000
C  0.14  -6.41  -2.88  0.0000
N  -0.17  -3.35  -0.68  0.0019
H  -3.39  -3.90  -1.21  0.0000
H  -2.37  -2.38  -1.24  -0.0003
H  -2.55  -3.34  0.26  0.0000
H  -1.11  -5.10  -0.65  0.0001
H  -0.79  -3.33  -3.15  -0.0003
H  -1.82  -4.80  -3.27  0.0000
H  -0.71  -6.79  -3.44  0.0000
H  0.14  -6.68  -1.83  0.0000
H  1.04  -6.87  -3.28  0.0000
H  -0.19  -2.36  -0.86  -0.0004
H  0.55  -3.75  -1.26  0.0000
C  -3.54  2.46  0.76  0.0003
C  -3.14  2.77  2.23  0.0000
O  -1.90  3.44  2.24  0.0000
H  -4.59  2.20  0.66  0.0000
H  -2.98  1.55  0.56  0.0002
H  -3.33  3.28  0.07  0.0000
H  -2.94  1.84  2.77  0.0000
H  -3.84  3.38  2.79  0.0000
H  -1.49  3.32  3.10  0.0000

Highest occupied orbital energy (alpha / beta) (Ha): -0.3868 / -0.3868
Total charge: +1
Gap between HOMO and LUMO (alpha / beta) (eV): 7.101 / 4.691
Calculated total energy (Eh): -2150.61245
Spin multiplicity: 2
Maximum force (eV Å⁻¹): 2.68



No. 2
Entry from the OMol25 dataset: a cluster of 10 separate species, C27H76N4O10 in total at a distorted geometry (ωB97M-V with the def2-TZVPD basis set).

Each line ends with the Löwdin charge.
Cartesian coordinates (Å):
C  0.43  -6.78  -1.07  -0.0114
C  1.23  -5.44  -0.97  -0.4638
C  2.40  -5.53  0.04  -0.0289
C  1.88  -5.01  -2.27  -0.1393
C  0.87  -4.62  -3.33  -0.2058
C  -0.02  -3.58  -2.80  -0.1440
C  -0.68  -3.86  -1.39  -0.4521
C  -1.22  -2.49  -0.84  -0.0299
C  -1.94  -4.84  -1.46  -0.0164
N  0.40  -4.26  -0.47  -0.1174
O  -0.13  -4.53  0.76  -0.0559
H  -0.08  -6.90  -2.05  0.0775
H  1.15  -7.62  -1.04  0.0929
H  -0.23  -6.89  -0.23  0.0587
H  2.70  -4.53  0.25  0.0419
H  2.20  -5.92  1.09  0.1071
H  3.18  -6.13  -0.43  0.0852
H  2.45  -4.10  -2.06  0.1028
H  2.39  -5.85  -2.71  0.1238
H  1.30  -4.29  -4.26  0.1112
H  0.21  -5.46  -3.67  0.1187
H  -0.84  -3.22  -3.45  0.1335
H  0.50  -2.58  -2.63  0.1256
H  -1.68  -2.69  0.12  0.0783
H  -2.03  -2.14  -1.54  0.0932
H  -0.33  -1.95  -0.77  0.0434
H  -1.79  -5.57  -2.25  0.0661
H  -2.79  -4.26  -1.74  0.0600
H  -2.28  -5.19  -0.50  0.0713
H  -0.45  -5.48  0.85  0.1074
C  4.77  -2.51  -1.03  -0.0744
O  4.10  -2.17  0.15  -0.1925
C  3.14  -1.20  0.11  -0.2573
C  2.62  -0.92  1.51  -0.3764
C  2.44  -2.24  2.24  -0.0479
N  1.48  0.04  1.32  0.0545
H  5.08  -1.58  -1.52  0.0940
H  4.18  -3.18  -1.67  0.0674
H  5.69  -3.03  -0.76  0.0912
H  3.62  -0.30  -0.33  0.1296
H  2.35  -1.38  -0.62  0.1013
H  3.40  -0.39  2.09  0.1393
H  1.99  -2.02  3.21  0.0721
H  3.41  -2.74  2.46  0.0965
H  1.84  -2.97  1.70  0.0559
H  0.96  -0.27  0.51  0.0652
H  0.85  0.02  2.13  0.0906
C  -3.02  0.80  2.73  -0.1501
O  -2.18  1.78  3.20  -0.2361
C  -2.56  2.20  4.56  -0.1453
C  -1.80  3.49  4.88  -0.4422
C  -0.34  3.25  5.30  -0.0493
N  -2.52  4.26  5.87  0.0483
H  -2.48  0.37  1.85  0.0980
H  -4.02  1.12  2.35  0.1057
H  -3.15  0.02  3.50  0.0945
H  -3.63  2.22  4.61  0.1065
H  -2.34  1.41  5.35  0.1484
H  -1.72  4.05  3.97  0.1222
H  0.17  2.72  4.44  0.0905
H  -0.10  2.63  6.13  0.0640
H  0.09  4.27  5.41  0.0862
H  -3.28  4.77  5.52  0.0584
H  -1.89  4.84  6.38  0.0620
C  -4.81  2.91  -4.99  -0.1046
O  -4.38  4.10  -4.38  -0.1620
C  -3.34  3.90  -3.48  -0.2429
C  -2.83  5.22  -2.99  -0.3689
C  -2.01  5.99  -4.11  -0.0358
N  -1.84  4.95  -1.92  0.0405
H  -5.14  2.08  -4.35  0.0904
H  -3.99  2.48  -5.58  0.0911
H  -5.66  3.21  -5.61  0.0901
H  -3.66  3.37  -2.52  0.1410
H  -2.55  3.24  -3.83  0.1223
H  -3.54  5.91  -2.61  0.1239
H  -2.57  6.06  -5.09  0.0914
H  -1.07  5.46  -4.29  0.0401
H  -1.78  7.02  -3.83  0.0692
H  -1.52  5.82  -1.58  0.0772
H  -2.40  4.59  -1.12  0.0956
C  3.30  3.21  2.28  -0.1653
O  3.23  2.20  1.33  -0.1357
H  2.32  3.67  2.48  0.0737
H  3.70  2.75  3.10  0.0521
H  3.92  3.93  1.89  0.0515
H  2.45  1.63  1.31  0.0080
C  -2.33  0.67  -1.91  -0.1827
O  -1.82  0.48  -3.20  -0.1583
H  -3.39  0.55  -1.96  0.0747
H  -1.97  -0.11  -1.26  0.0311
H  -2.02  1.67  -1.55  0.0712
H  -0.83  0.69  -3.17  0.0676
C  1.91  0.70  -2.89  -0.1267
O  0.70  1.18  -2.39  -0.1388
H  2.62  1.48  -3.05  0.0776
H  2.31  -0.05  -2.20  0.0533
H  1.80  0.21  -3.87  0.0879
H  0.56  2.06  -2.68  0.0072
C  -0.40  2.78  0.75  -0.1601
O  -1.73  3.21  0.76  -0.1289
H  0.03  2.50  -0.22  0.0679
H  0.30  3.47  1.26  0.0831
H  -0.35  1.81  1.20  0.0398
H  -2.04  2.95  1.64  0.0389
C  1.78  -4.11  7.59  -0.1832
O  2.53  -2.91  7.58  -0.1065
H  1.91  -4.72  6.65  0.0871
H  2.26  -4.78  8.33  0.0834
H  0.70  -4.06  7.67  0.0641
H  2.80  -2.69  8.45  0.0546
C  1.15  4.79  -3.09  -0.1499
O  0.26  3.68  -3.17  -0.2023
H  1.20  5.11  -2.05  0.0823
H  2.08  4.49  -3.64  0.0958
H  0.81  5.66  -3.75  0.0759
H  -0.60  3.96  -2.70  0.0465

Highest occupied orbital energy (Ha): -0.3184
Gap between HOMO and LUMO (eV): 9.241
Energy above the lowest of the compared OMol25 structures with the same formula, charge and spin (kJ/mol): 143.5
Calculated total energy (Eh): -2045.46416
SMILES: CC1(C)CCCC(C)(C)N1O.COC[C@H](C)N.COC[C@H](C)N.COC[C@H](C)N.CO.CO.CO.CO.CO.CO
Maximum force (eV Å⁻¹): 3.73